Entry 1:
C29H30N7O5PSeTeY | the ωB97M-V functional and the def2-TZVPD basis

XYZ file:
```
75
C29H30N7O5PSeTeY | OMol25 | the ωB97M-V functional and the def2-TZVPD basis
H 1.94510 -5.77148 -0.61827
N 4.40293 -4.92027 -0.96663
C -0.52932 -1.33665 -3.41392
C -3.80584 -1.84242 2.08991
H -5.12764 -0.57255 -2.82954
C -5.53009 -1.10243 0.04949
N 5.87561 -2.79984 -1.05833
H -0.51274 -5.43910 -0.21071
O -0.01133 2.00886 1.10277
C -4.59101 0.25818 -2.36771
H -5.53517 -2.60000 3.06543
H -3.11494 -2.11056 2.87894
H 5.82592 -0.17997 -0.85215
C 2.34441 -3.66846 -0.58745
C 0.50101 -0.46912 2.24625
C -3.26105 -1.18453 0.96018
H -1.48067 -1.77157 -3.15740
C 0.08953 5.20023 1.17826
H -4.95582 3.08433 1.32577
H 4.67352 2.02465 -0.51073
C 1.78069 -2.39952 -0.44563
C -3.64510 -0.25008 -1.31604
H -3.83797 4.31496 1.93843
H 0.65582 7.12400 0.43079
C 1.51076 -4.78658 -0.51022
H -1.36605 -3.10937 0.02911
O -1.98926 -0.91313 0.94906
C 4.12427 1.09448 -0.51153
H -1.06375 6.98212 0.82549
C -6.03095 -1.72755 1.15958
C 3.99959 -1.28636 -0.68224
C -5.14754 -2.10340 2.18450
H -2.28679 2.51285 2.72004
H -0.13331 -1.86936 -6.65229
C 4.59666 -2.60292 -0.85552
H 0.31345 5.40852 2.22361
C 0.16616 -4.60238 -0.28930
Se 6.11626 -4.54683 -1.20916
Y -0.48530 0.10281 -0.27481
N 0.46147 -2.23310 -0.24467
O -1.07896 4.34257 1.18035
H 1.00871 -0.64971 4.33148
H -0.04956 -3.32990 -5.64667
H -1.52760 -2.34563 -5.67619
C 4.75717 -0.11242 -0.69869
H -0.42509 6.22028 -0.64120
C -4.15050 -0.83289 -0.09214
N 0.78762 -0.61221 3.35838
H -4.65970 3.22146 3.06574
H -3.40255 1.28534 2.10388
C -0.44125 -2.31546 -5.71017
C 2.62080 -1.19161 -0.48927
C 1.22190 -0.78281 -4.59742
C 3.77942 -3.77967 -0.80644
H 2.20087 2.02835 -0.17015
C -3.05993 2.31163 1.97667
C -4.19902 3.29737 2.08032
C -0.31686 -3.30109 -0.16003
H 1.87570 -0.73033 -5.44974
H 0.93790 4.66220 0.74750
H -6.20892 -0.82494 -0.74546
O -2.48239 2.37891 0.64248
N 2.01344 -0.00396 -0.32102
H -7.08844 -1.93262 1.24445
P -1.00558 2.94549 0.43055
C 2.74291 1.10264 -0.32161
N 0.19127 -0.56501 -2.62496
C -0.20816 6.45955 0.39969
H -5.33008 0.93011 -1.93274
Te -0.59714 2.90473 -1.88949
H -4.01804 0.78606 -3.12528
O -2.42753 -0.15101 -1.55566
C 1.29291 -0.20747 -3.36690
N 0.05286 -1.50135 -4.61410
H 2.04764 0.46076 -2.98856
```

Summary:
M: 883.04 g/mol
HOMO-LUMO gap: 6.7 eV
Total energy: -4931.85873 Eh
2S+1: 1
Max |F|: 0.0097 hartree/bohr
HOMO level: -0.36070 Ha
Energy relative to the best compared isomer or geometry (same formula, charge and spin): 13.9 kJ/mol
Total charge: +1



Entry 2:
C29H30NO3PPdSi | the ωB97M-V functional and the def2-TZVPD basis

XYZ file:
```
66
C29H30NO3PPdSi | OMol25 | the ωB97M-V functional and the def2-TZVPD basis
C 0.77727 -1.75978 -2.16721
C 3.04501 -2.50132 -3.51998
C 3.37777 2.12747 0.34519
C -2.96717 0.33408 0.33373
H -4.21964 1.02669 -1.29139
H -1.07065 4.02461 1.52857
H 3.72176 4.08300 1.12009
C 3.66012 4.05082 -1.10898
C -1.55993 -3.10269 1.37115
H 3.32665 1.79476 1.38897
H 1.62035 -3.59523 -4.87076
H 0.19941 -5.68672 2.80589
N -1.81942 0.64685 -0.31800
C 2.15034 -0.95430 2.23638
H -2.82313 4.36551 -0.89245
C -3.01831 3.35875 -0.56344
C 3.12496 -1.59508 -2.47382
H -2.28512 -2.88338 0.57878
H 2.99129 3.68399 -3.18347
H 0.23665 2.81434 1.47893
C 1.78761 -2.91076 -4.01536
H -0.01326 -1.57064 -1.44075
H 2.50608 1.42876 -2.87781
H -3.93193 -1.45251 3.03130
O 1.18955 -0.08745 2.21042
H 4.02060 -1.11471 0.89352
C -5.29943 -0.54896 1.55679
C -0.47407 2.85885 -1.85251
C -2.88019 -0.37372 1.52151
H -3.65491 2.92369 -1.35262
H 0.12038 3.71169 -1.57958
C 3.59183 3.48458 0.18500
C -1.07106 -4.38513 1.58410
H -1.21407 3.08982 -2.62839
C 3.16269 3.29283 -2.17510
H -1.32791 2.47972 2.27328
C -1.19916 -2.05103 2.22248
H -6.35909 0.38724 -0.08065
C -5.39735 0.15169 0.38224
H 0.02438 -1.45161 3.84276
O 2.54508 -1.44550 3.28483
H 4.05547 -1.16905 -2.03101
H -0.34741 -2.91560 -3.61602
C -0.83972 2.96037 1.38909
C 0.25435 -3.57692 3.39480
H 3.97946 5.06167 -1.29640
H -6.19398 -1.01986 1.93899
C -4.04516 -0.83886 2.14860
H -3.68805 3.33190 0.31241
H 3.91079 -2.98653 -3.94354
C -0.32645 -2.29959 3.25183
H -1.26356 -5.15578 0.84245
H 1.08945 -3.68576 4.10332
C 0.64223 -2.53900 -3.30429
C 2.81593 1.93824 -1.96253
C 2.91446 -1.18105 0.88931
H 2.80375 -2.25106 0.64266
O -1.62823 -0.69986 2.03289
Pd 0.01767 0.14229 0.44533
C -0.17866 -4.67830 2.66248
P 2.04359 -0.18855 -0.34242
Si -1.46976 2.36108 -0.28119
C 2.91691 1.31091 -0.71337
C 1.96580 -1.19751 -1.79774
C -4.21428 0.55642 -0.31935
H 0.19142 2.07118 -2.22995
```

Summary:
M: 606.04 g/mol
HOMO-LUMO gap (spin up / spin down): 7.6 / 3.7 eV
Total energy: -2161.55452 Eh
2S+1: 5
Max |F|: 0.0801 hartree/bohr
HOMO level (spin up / spin down): -0.50157 / -0.52564 Ha
Total charge: +2
<S²>: 6.06



Entry 3:
C29H31BI2N10OSc | the ωB97M-V functional and the def2-TZVPD basis

XYZ file:
```
75
C29H31BI2N10OSc | OMol25 | the ωB97M-V functional and the def2-TZVPD basis
Sc -0.26736 -0.47559 -0.10578
H -3.00508 1.68927 -2.30845
N -2.38853 -0.79266 -1.30054
H 0.15059 -2.87271 1.93955
N 2.38737 3.20072 1.48329
B 1.45440 2.15570 0.90109
H 2.45168 6.90579 2.93117
C 0.22490 0.82738 4.13753
H -2.99067 -5.77302 1.70245
H 4.20820 6.71298 3.07628
H -0.75419 -5.07778 2.60111
C -1.37876 -4.27436 -4.42119
N 0.22373 2.68751 0.11663
H -2.12119 -1.20056 2.69565
C 3.78909 0.67266 -1.56967
C -0.43357 -2.75803 -2.25997
H 1.69212 2.43360 3.71064
H -4.13666 -1.36996 -0.26670
H 4.65958 0.65073 -2.20196
H -0.01145 -5.81299 -3.76521
C 3.21678 5.05408 2.19136
N 1.86447 0.09539 -0.57375
N 2.18350 4.53255 1.55178
N -0.79100 1.85505 -0.28884
C 1.04997 1.63249 3.38667
H -2.11779 -0.55174 4.33479
C -1.30617 3.97281 -0.82320
C -2.60582 -2.77638 0.19536
H -3.01717 -0.79510 -3.33622
H 3.90376 1.85109 2.16085
N -1.44093 -2.38391 0.71740
H 3.46765 7.06278 1.51124
C -1.31189 -4.44212 1.92816
I 1.38900 -4.94581 -1.15823
C -0.40313 -4.82250 -3.58019
C -3.29190 -1.83935 -0.77573
C -1.49242 -0.97540 3.55079
H 3.72085 -1.68363 -2.76908
H -1.39742 -0.14364 -3.02984
C -3.19310 -3.98715 0.53173
I -2.03175 -5.33957 -6.08173
H -3.55071 1.55006 -0.59531
H 2.67583 -2.41610 -1.55163
H -1.83790 4.83329 -1.19085
N 2.28391 1.29823 -0.08502
H -1.07073 -1.90128 3.94561
N 0.02868 0.27908 1.97495
C -1.50822 -2.27418 -3.08228
H 0.08133 0.84492 5.20394
C -0.41655 0.00469 3.21756
H 1.96935 -1.61559 -2.96064
N 0.93122 1.29918 2.09439
C 3.42237 1.66027 -0.68308
H -2.74965 -2.63736 -4.76476
C -0.07213 3.95264 -0.20943
C 2.79135 -0.29043 -1.48219
H -4.15225 -4.25914 0.11034
C 2.78058 -1.57636 -2.23449
C 3.34535 6.51368 2.44602
C 0.04003 -4.09758 -2.50673
O 0.06598 -2.01645 -1.36275
C 4.12353 4.02814 2.56246
C -1.72396 2.64956 -0.84686
C -2.10452 -0.93263 -2.75225
C -0.80152 -3.21880 1.55189
H -3.70032 3.05620 -1.47223
C 3.56511 2.87370 2.09729
C -2.54373 -4.82957 1.41909
H 3.91542 2.58903 -0.45239
H 0.60102 4.75100 0.04567
C -3.06096 2.18757 -1.33611
C -1.95341 -3.01632 -4.13631
H -2.86855 0.09448 -1.20610
H 5.05174 4.14963 3.09517
H -3.70737 -2.43215 -1.59220
```

Summary:
M: 845.21 g/mol
HOMO-LUMO gap (spin up / spin down): 7.5 / 4.3 eV
Total energy: -3127.21276 Eh
2S+1: 2
Max |F|: 0.0284 hartree/bohr
HOMO level (spin up / spin down): -0.48213 / -0.48213 Ha
Energy relative to the best compared isomer or geometry (same formula, charge and spin): 39.6 kJ/mol
Total charge: +2
<S²>: 0.77